Entry 1:
{"formula": "C3H6NO3", "method": "ωB97M-V/def2-TZVPD", "largest_force_ev_per_a": 0.6, "spin_multiplicity": 1, "charge": -1, "relative_energy_kcal_mol": 0.0, "homo_ev": -4.845, "orbital_gap_ev": 8.95, "symbols": ["C", "C", "N", "O", "H", "H", "H", "H", "H", "O", "C", "O", "H"], "positions_angstrom": [[-0.98045, 0.76297, -1.35064], [-0.39461, 1.57167, -0.21426], [0.66624, 1.02312, 0.38609], [-0.82726, 2.67754, 0.08646], [-0.19328, 0.47364, -2.04372], [-1.71282, 1.37855, -1.86986], [-1.45835, -0.12932, -0.94485], [1.09722, 1.65799, 1.03279], [0.93895, 0.02122, 0.37418], [1.56948, -1.54175, 0.51305], [0.64719, -2.40718, 0.50464], [-0.55930, -2.26078, 0.28430], [0.99324, -3.45192, 0.71413]], "mulliken_charge": [-0.834, 0.555, -0.268, -0.715, 0.265, 0.293, 0.218, 0.192, 0.342, -0.781, -0.003, -0.624, 0.358]}

Entry 2:
{"formula": "C3H12N2O2", "method": "ωB97M-V/def2-TZVPD", "largest_force_ev_per_a": 0.8, "spin_multiplicity": 1, "smiles": "NCCO.NCO", "relative_energy_kcal_mol": 26.8, "homo_ev": -9.382, "orbital_gap_ev": 10.21, "symbols": ["N", "C", "C", "O", "H", "H", "H", "H", "H", "H", "H", "N", "C", "O", "H", "H", "H", "H", "H"], "positions_angstrom": [[-0.99895, -1.24195, 0.13215], [0.25910, -1.80226, 0.59705], [1.41235, -1.39365, -0.29930], [2.58601, -1.94040, 0.31829], [-1.78770, -1.49997, 0.71063], [-1.23952, -1.56882, -0.79908], [0.31880, -2.89255, 0.69992], [0.46358, -1.42710, 1.59937], [1.29539, -1.82358, -1.29585], [1.51528, -0.31028, -0.33148], [3.34527, -1.64505, -0.19136], [-1.56257, 2.78152, 0.50284], [-0.40670, 2.43993, -0.29862], [-0.58415, 1.33103, -1.17063], [-2.35819, 2.87658, -0.12755], [-1.77856, 2.04288, 1.15850], [-0.19933, 3.28157, -0.95424], [0.44233, 2.26377, 0.36365], [-0.72244, 0.52831, -0.61431]], "mulliken_charge": [-0.572, -0.543, -0.294, -0.520, 0.212, 0.213, 0.324, 0.300, 0.268, 0.250, 0.305, -0.599, -0.238, -0.529, 0.260, 0.235, 0.314, 0.281, 0.332]}

Entry 3:
{"formula": "C4H6N2S2", "method": "ωB97M-V/def2-TZVPD", "largest_force_ev_per_a": 4.0, "s2": 2.01, "spin_multiplicity": 3, "relative_energy_kcal_mol": 39.0, "homo_ev": [-6.783, -8.098], "orbital_gap_ev": [7.49, 6.74], "symbols": ["C", "C", "C", "C", "N", "N", "S", "S", "H", "H", "H", "H", "H", "H"], "positions_angstrom": [[-1.87424, 0.77930, -1.44140], [-0.66329, -1.24525, -0.90616], [0.02514, -0.29716, -1.57619], [-1.08600, -0.21959, 1.72667], [-0.70023, 0.79737, -1.92135], [1.41278, -0.30317, -1.75445], [-2.17798, -0.62700, -0.47627], [-0.62697, 1.43809, 1.79736], [-2.70084, 1.40145, -1.78294], [-2.21158, -0.26782, 1.99060], [-0.00659, -2.19091, -0.51989], [1.76868, -1.29356, -1.86366], [1.74205, 0.33730, -2.55280], [0.83762, 1.34948, 1.65950]], "mulliken_charge": [-0.021, -0.211, 0.406, -0.313, -0.587, -0.548, -0.176, -0.171, 0.427, 0.265, 0.235, 0.256, 0.273, 0.164]}

Entry 4:
{"formula": "C8H16Br8", "method": "ωB97M-V/def2-TZVPD", "largest_force_ev_per_a": 2.0, "spin_multiplicity": 1, "smiles": "BrCCBr.BrCCBr.BrCCBr.BrCCBr", "relative_energy_kcal_mol": 23.6, "homo_ev": -10.155, "orbital_gap_ev": 10.34, "symbols": ["Br", "C", "C", "Br", "H", "H", "H", "H", "Br", "C", "C", "Br", "H", "H", "H", "H", "Br", "C", "C", "Br", "H", "H", "H", "H", "Br", "C", "C", "Br", "H", "H", "H", "H"], "positions_angstrom": [[24.55507, 18.84097, -14.19467], [26.50000, 18.50186, -14.54550], [26.63300, 18.55006, -16.05073], [28.58719, 18.45139, -16.30371], [26.82764, 17.54828, -14.13144], [26.99093, 19.38228, -14.13085], [26.26000, 19.48632, -16.46591], [26.16605, 17.68607, -16.52357], [18.86481, 13.69409, -9.09393], [18.03337, 15.49107, -8.69488], [16.59045, 15.18333, -8.80243], [15.52849, 16.61989, -7.78351], [18.40050, 16.11055, -9.51315], [18.34318, 15.73974, -7.67985], [16.24874, 14.22719, -8.40602], [16.20556, 15.13143, -9.82089], [20.30104, 16.07541, -12.88000], [21.21334, 17.52382, -11.90579], [21.19584, 18.82746, -12.68123], [22.26024, 20.01332, -11.38168], [22.22044, 17.16316, -11.69659], [20.64039, 17.37906, -10.98989], [20.17395, 19.19721, -12.76561], [21.75452, 18.84574, -13.61699], [17.36432, 21.93635, -8.40286], [16.94547, 20.12880, -9.11243], [18.13559, 19.46992, -9.78598], [19.53076, 19.05053, -8.41310], [16.11432, 20.31788, -9.79179], [16.64094, 19.56134, -8.23302], [18.64296, 20.19294, -10.42466], [17.78045, 18.50722, -10.15364]], "mulliken_charge": [-0.128, -0.663, -0.569, -0.171, 0.426, 0.394, 0.397, 0.369, -0.185, -0.218, -0.697, -0.204, 0.004, 0.414, 0.463, 0.424, -0.180, -0.407, -0.567, -0.147, 0.410, 0.107, 0.383, 0.352, -0.153, -0.654, -0.499, -0.137, 0.424, 0.303, 0.418, 0.289]}

Entry 5:
{"formula": "C2H9B2Br2N2O7S2", "method": "ωB97M-V/def2-TZVPD", "largest_force_ev_per_a": 4.5, "spin_multiplicity": 1, "charge": -1, "homo_ev": -5.868, "orbital_gap_ev": 8.04, "symbols": ["N", "B", "O", "S", "O", "O", "N", "S", "O", "O", "B", "O", "O", "H", "H", "H", "H", "H", "Br", "C", "C", "Br", "H", "H", "H", "H"], "positions_angstrom": [[-0.59229, -1.41070, 0.97007], [0.48624, -1.40634, -0.02021], [0.53610, -2.38796, -1.02323], [1.80394, -0.04891, 0.07535], [3.11252, -0.76895, 0.11794], [1.69436, 0.71668, -1.20593], [1.40669, 0.82599, 1.44454], [2.73676, 1.62349, 2.08101], [3.88031, 0.74649, 2.47485], [2.24918, 2.33493, 3.31230], [3.30617, 3.02456, 0.94274], [2.46515, 4.12128, 0.66330], [4.57758, 3.05177, 0.37536], [-1.36844, -1.98588, 0.67146], [-0.24890, -1.66647, 1.88652], [1.42196, -2.34590, -1.39728], [1.82075, 3.87567, -0.00174], [4.82268, 2.15757, 0.11669], [-3.73819, -3.42364, -0.93239], [-3.88655, -1.75814, -1.93200], [-4.44298, -0.64957, -1.07747], [-6.36878, -0.83328, -0.83783], [-4.49434, -1.96819, -2.80748], [-2.87042, -1.52382, -2.24637], [-4.30699, 0.31395, -1.56513], [-4.00252, -0.61464, -0.08505]], "mulliken_charge": [-0.398, 0.450, -0.542, 0.839, -0.652, -0.711, -0.391, 0.794, -0.610, -0.715, 0.564, -0.514, -0.457, 0.201, 0.216, 0.295, 0.313, 0.336, -0.147, -0.614, -0.512, -0.153, 0.414, 0.311, 0.354, 0.328]}

Entry 6:
{"formula": "C3H11NOS2", "method": "ωB97M-V/def2-TZVPD", "largest_force_ev_per_a": 3.5, "spin_multiplicity": 1, "smiles": "NCCCSS.O", "relative_energy_kcal_mol": 18.4, "homo_ev": -8.869, "orbital_gap_ev": 9.12, "symbols": ["N", "C", "C", "C", "S", "S", "H", "H", "H", "H", "H", "H", "H", "H", "H", "O", "H", "H"], "positions_angstrom": [[-1.86922, -0.16507, 1.11049], [-0.65543, -0.09031, 0.33758], [-0.77153, 0.22372, -1.18864], [0.53342, 0.68354, -1.94558], [1.66416, -0.73841, -1.78505], [2.99525, -0.07862, -3.38519], [-1.62527, -0.62124, 1.99912], [-2.54543, -0.81622, 0.65527], [-0.09853, 0.75613, 0.76608], [0.13961, -0.89986, 0.43789], [-1.28272, -0.62766, -1.67118], [-1.51751, 1.00595, -1.22227], [0.44281, 0.99577, -2.98965], [0.92359, 1.51334, -1.34349], [2.70424, -1.14074, -4.13124], [0.55358, -0.30022, 4.80233], [-0.05261, -0.04340, 5.47789], [0.46158, 0.34329, 4.07564]], "mulliken_charge": [-0.597, -0.412, -0.840, -0.543, -0.080, -0.256, 0.263, 0.244, 0.226, 0.314, 0.362, 0.375, 0.478, 0.302, 0.163, -0.643, 0.318, 0.324]}

Entry 7:
{"formula": "C5H10O2", "method": "ωB97M-V/def2-TZVPD", "largest_force_ev_per_a": 0.4, "spin_multiplicity": 1, "relative_energy_kcal_mol": 113.2, "homo_ev": -8.323, "orbital_gap_ev": 9.24, "symbols": ["C", "C", "C", "O", "C", "C", "O", "H", "H", "H", "H", "H", "H", "H", "H", "H", "H"], "positions_angstrom": [[1.18423, 1.00363, 0.68673], [-0.26683, 0.54573, 0.66950], [-0.95868, 0.59866, -0.72314], [-0.23866, 1.33664, -1.69250], [-0.92644, -0.91942, -0.73676], [-0.56209, -0.95577, 0.65372], [0.88477, -1.94485, 0.43028], [1.63595, 0.86719, 1.67677], [1.24023, 2.06337, 0.42320], [1.78029, 0.47016, -0.05997], [-0.82664, 1.05857, 1.46089], [-1.97469, 1.01658, -0.63300], [-0.52971, 1.02058, -2.55655], [-1.65194, -1.57267, -1.21988], [0.48146, -1.55967, -0.59126], [-0.98147, -1.51062, 1.49091], [1.71021, -1.51811, 0.72107]], "mulliken_charge": [-1.648, -0.055, 0.350, -0.569, -1.329, 0.178, -0.637, 0.376, 0.357, 0.375, 0.397, 0.278, 0.317, 0.343, 0.479, 0.424, 0.363]}

Entry 8:
{"formula": "C14H16", "method": "ωB97M-V/def2-TZVPD", "largest_force_ev_per_a": 5.7, "s2": 0.77, "spin_multiplicity": 2, "charge": 1, "relative_energy_kcal_mol": 47.0, "homo_ev": [-12.171, -12.084], "orbital_gap_ev": [8.05, 4.55], "symbols": ["C", "C", "C", "C", "C", "C", "C", "H", "H", "H", "H", "H", "H", "H", "H", "C", "C", "C", "C", "C", "C", "C", "H", "H", "H", "H", "H", "H", "H", "H"], "positions_angstrom": [[-0.87638, 3.04880, -0.84319], [-1.63744, 0.85136, -2.13072], [-0.65388, 1.60329, -1.47473], [-1.48358, -0.43655, -2.46161], [0.59323, 1.08227, -1.21835], [-0.14501, -0.88803, -2.55055], [0.79562, -0.22321, -1.74725], [-2.68327, 1.28138, -2.27025], [-2.24298, -1.11625, -2.95631], [-1.95035, 3.16042, -0.89337], [-0.44465, 3.76264, -1.51961], [1.35892, 1.59945, -0.64583], [0.12716, -1.83071, -3.16267], [1.75254, -0.75005, -1.63436], [-0.23020, 3.05450, 0.01520], [2.25791, 0.01534, 2.69143], [-0.95044, -1.74169, 0.56037], [-1.14043, -0.47949, 1.12363], [0.02538, -2.61109, 1.20038], [-0.12563, 0.03518, 1.74401], [1.02780, -2.09058, 1.84895], [1.02357, -0.73496, 2.14173], [-1.48766, -2.18003, -0.26042], [-2.11898, 0.04077, 0.86468], [-0.01003, -3.65303, 0.90138], [-0.09463, 1.10404, 1.93461], [1.90909, -2.72962, 2.07150], [2.05659, -0.06654, 3.78297], [2.17137, 1.16631, 2.53858], [3.17635, -0.27393, 2.34981]], "mulliken_charge": [-1.510, -0.529, 0.863, -0.330, -0.579, -0.605, -0.288, 0.277, 0.400, 0.402, 0.377, 0.559, 0.308, 0.424, 0.338, -1.353, -0.304, -0.550, -0.490, -0.056, -0.310, 0.700, 0.545, 0.355, 0.403, 0.432, 0.386, 0.370, 0.314, 0.452]}